(1)
Computed, not measured: a cluster of 2 separate species, C19H20N2O5 in total in a non-equilibrium geometry, with ωB97M-V with the def2-TZVPD basis set.

CARTESIAN COORDINATES (ANGSTROEM)
O -1.76 -2.30 5.69
O -0.01 -1.07 7.11
O -1.79 -4.22 4.06
O 3.92 0.57 4.91
O 2.22 -0.11 3.34
N 1.47 -0.96 -0.89
N -3.06 2.67 -4.90
C 0.08 -0.97 4.55
C 3.86 -1.98 4.52
C 1.05 0.30 4.17
C 0.26 1.03 -1.40
C 3.31 -0.45 4.27
C -1.25 1.18 -3.38
C -2.44 1.68 -2.83
C -1.94 2.20 -5.48
C 1.14 0.31 -0.59
C -0.29 0.44 -2.55
C 2.35 -1.73 0.00
C -0.59 -1.45 5.97
C -1.02 1.44 -4.73
C 0.10 -0.87 -2.85
C 0.98 -1.55 -2.00
C -3.33 2.42 -3.60
C -0.40 -1.99 3.58
C -1.38 -3.01 4.43
C -3.99 3.50 -5.70
H 0.02 2.06 -1.13
H -0.15 -2.05 2.43
H -3.45 4.41 -5.99
H 2.69 -1.09 0.83
H 4.30 -2.41 3.51
H -0.12 1.09 -5.23
H -4.26 2.81 -3.19
H 0.40 1.01 3.46
H 1.34 0.94 5.11
H 1.57 0.75 0.31
H 3.03 -2.69 4.98
H -1.77 2.43 -6.53
H 1.78 -2.57 0.40
H 4.77 -1.92 5.28
H 1.28 -2.58 -2.20
H 3.21 -2.07 -0.58
H -4.29 2.92 -6.57
H -0.29 -1.38 -3.72
H -2.69 1.49 -1.78
H -4.86 3.77 -5.10

- total charge = +2
- LUMO level (Ha) = -0.2935
- Kohn-Sham gap (eV) = 6.58
- highest occupied orbital energy (eV) = -14.5699

---

(2)
Computed, not measured: an isolated molecule of C19H20N2OS in a non-equilibrium geometry, with ωB97M-V with the def2-TZVPD basis set.

CARTESIAN COORDINATES (ANGSTROEM)
S 1.18 1.72 1.50
O 2.61 -3.12 -0.84
N 1.31 1.74 -1.08
N 1.56 -1.58 0.42
C -4.77 -0.70 -0.60
C -0.01 1.83 -0.78
C 3.53 1.53 -0.07
C -0.30 1.83 0.60
C -2.34 2.05 -1.23
C -1.13 -1.72 -0.77
C -2.62 2.04 0.14
C 3.96 0.07 0.11
C -2.39 -1.29 -1.14
C -3.08 -1.34 1.14
C -3.39 -1.11 -0.19
C -1.82 -1.77 1.52
C -0.83 -1.97 0.56
C 2.50 -1.97 -0.47
C 2.05 1.68 -0.05
C 3.39 -0.85 -0.99
C -1.05 1.95 -1.70
C 0.54 -2.45 0.95
C -1.60 1.92 1.06
H -0.83 1.95 -2.76
H -3.84 -1.20 1.90
H 2.78 -0.26 -1.68
H -3.64 2.13 0.48
H 5.05 0.03 0.08
H 3.89 1.90 -1.03
H -2.61 -1.11 -2.18
H -5.35 -1.58 -0.87
H -5.29 -0.20 0.22
H 3.65 -0.28 1.10
H -1.81 1.91 2.12
H -3.16 2.16 -1.93
H 0.74 -3.44 0.52
H 1.47 -0.60 0.64
H 0.63 -2.51 2.04
H 3.97 2.13 0.73
H -1.60 -1.95 2.56
H -0.37 -1.87 -1.52
H -4.74 -0.04 -1.46
H 4.19 -1.32 -1.56

- energy above the lowest of the compared OMol25 structures with the same formula, charge and spin (kcal per mole) = 2.5
- LUMO level (Ha) = 0.0178
- structure (SMILES) = Cc1ccc(CNC(=O)CCCc2nc3ccccc3s2)cc1
- Kohn-Sham gap (eV) = 9.07
- highest occupied orbital energy (eV) = -8.5865

---

(3)
Computed, not measured: a structure of composition C19H20N2Sc in a non-equilibrium geometry, with ωB97M-V with the def2-TZVPD basis set.

CARTESIAN COORDINATES (ANGSTROEM)
Sc -0.35 -0.34 -1.56
N 0.06 0.03 0.61
N -3.24 -0.12 -1.82
C 0.16 2.30 -1.86
C -1.01 2.42 3.30
C 1.90 -1.77 -2.39
C 0.25 -2.87 2.94
C 2.30 -2.75 1.63
C -0.66 1.02 1.33
C -0.79 1.87 -2.81
C 1.50 -3.41 2.58
C 0.58 -1.06 1.34
C -2.07 3.08 2.65
C -0.14 0.97 -3.70
C 1.41 1.67 -2.14
C -1.79 1.61 0.73
C 1.22 0.87 -3.29
C -0.30 1.41 2.64
C 1.85 -1.58 1.02
C 0.62 -2.14 -2.14
C -0.19 -1.69 2.36
C -2.46 2.66 1.37
H 2.47 -1.04 0.29
H -0.60 0.54 -4.61
H -0.15 -2.09 -3.04
H -2.58 3.91 3.14
H -0.02 3.07 -1.09
H -1.85 2.20 -2.88
H 1.85 -4.33 3.04
H 2.37 1.88 -1.63
H 0.00 -2.23 -1.06
H -0.73 2.71 4.31
H -3.29 3.16 0.86
H 2.65 -1.96 -1.62
H -0.38 -3.39 3.66
H -1.15 -1.26 2.64
H 2.17 -1.41 -3.40
H 0.53 0.92 3.15
H 3.27 -3.16 1.37
H -3.29 -1.22 -1.84
H -2.14 1.19 -0.23
H 2.03 0.37 -3.86

- energy above the lowest of the compared OMol25 structures with the same formula, charge and spin (kcal per mole) = 0.0
- total charge = -1
- LUMO level (alpha / beta) (Ha) = 0.1072 / 0.1051
- Kohn-Sham gap (alpha / beta) (eV) = 5.20 / 7.04
- highest occupied orbital energy (alpha / beta) (eV) = -2.2862 / -4.1771

---

(4)
Computed, not measured: a structure of composition C19H20N3O4S3Sc in a non-equilibrium geometry, with ωB97M-V with the def2-TZVPD basis set.

CARTESIAN COORDINATES (ANGSTROEM)
Sc 0.57 -0.15 -0.70
S 2.17 -2.29 -1.22
S 3.16 0.84 -0.22
S 1.64 -1.20 1.91
O 1.18 0.34 -2.62
O -6.46 0.03 0.89
O -6.65 2.16 0.65
O -0.46 -1.06 -2.24
N -6.03 1.13 0.59
N -1.33 -0.55 0.41
N -0.56 1.78 -0.69
C -4.57 1.23 0.26
C -2.81 2.63 -0.59
C -2.36 3.84 -1.17
C 2.29 -3.38 0.21
C 3.81 -1.57 -1.49
C -3.00 -2.09 1.14
C -1.88 1.63 -0.36
C 4.31 -0.55 -0.48
C 2.57 -2.74 1.56
C 0.28 -0.45 -3.07
C 2.98 -0.09 2.46
C -3.98 -1.16 0.94
C -2.30 0.37 0.20
C -3.65 0.13 0.47
C -4.17 2.41 -0.23
C -1.04 3.97 -1.51
C -0.17 2.92 -1.25
C -1.68 -1.74 0.88
C 3.26 1.11 1.56
H -3.23 -3.08 1.50
H 2.70 0.27 3.44
H 0.87 2.99 -1.52
H 0.16 -0.60 -4.15
H 3.04 -4.13 -0.01
H 3.72 -1.12 -2.47
H 3.62 -2.51 1.68
H -0.66 4.88 -1.97
H 1.32 -3.89 0.20
H -0.88 -2.45 1.06
H 2.30 -3.45 2.34
H 4.50 -1.00 0.49
H 5.24 -0.13 -0.84
H -5.01 -1.41 1.13
H 4.52 -2.39 -1.57
H -4.90 3.20 -0.35
H -3.07 4.64 -1.35
H 3.86 -0.71 2.58
H 2.54 1.92 1.74
H 4.25 1.51 1.79

- total charge = +2
- LUMO level (Ha) = -0.2529
- Kohn-Sham gap (eV) = 8.54
- highest occupied orbital energy (eV) = -15.4170

---

(5)
Computed, not measured: an isolated molecule of C19H20N4O3 in a non-equilibrium geometry, with ωB97M-V with the def2-TZVPD basis set.

CARTESIAN COORDINATES (ANGSTROEM)
O -6.57 0.31 -0.46
O 1.55 -1.21 1.46
O -6.66 -1.91 -0.16
N 3.20 1.55 0.20
N 5.44 -2.87 -0.34
N 0.30 -1.70 1.25
N 0.28 0.51 0.98
C -2.54 -1.93 0.70
C 3.41 -1.82 -1.04
C 5.93 -1.67 -0.07
C 1.48 0.12 1.29
C 5.23 -0.50 -0.26
C 1.31 3.12 -0.43
C -4.57 -0.79 0.11
C 3.13 0.69 -0.96
C 3.93 -0.57 -0.76
C 2.73 0.92 1.42
C -3.89 0.42 0.07
C -0.44 -0.66 0.97
C -1.85 -0.71 0.67
C -3.88 -1.96 0.42
C -7.96 0.30 -0.74
C -6.02 -0.88 -0.18
C 4.21 -2.94 -0.82
C -2.54 0.46 0.35
C 2.77 2.92 -0.03
H 2.41 -1.93 -1.43
H -8.23 1.33 -0.98
H -4.42 1.33 -0.17
H 1.11 2.68 -1.40
H -8.52 -0.05 0.13
H 6.94 -1.66 0.31
H 1.10 4.19 -0.49
H 2.09 0.42 -1.24
H 5.66 0.46 -0.02
H 0.65 2.67 0.30
H -8.18 -0.36 -1.58
H 3.42 3.32 -0.81
H 2.97 3.47 0.89
H 2.57 1.70 2.17
H -4.44 -2.89 0.44
H -1.99 -2.83 0.94
H 3.84 -3.93 -1.03
H 3.50 0.24 1.79
H -1.99 1.39 0.33
H 3.56 1.25 -1.80

- energy above the lowest of the compared OMol25 structures with the same formula, charge and spin (kcal per mole) = 72.4
- LUMO level (Ha) = -0.0042
- structure (SMILES) = CCN(Cc1ccncc1)Cc1nc(-c2ccc(C(=O)OC)cc2)no1
- Kohn-Sham gap (eV) = 8.89
- highest occupied orbital energy (eV) = -9.0084

---

(6)
Computed, not measured: an isolated molecule of C19H20N4O4S2, with ωB97M-V with the def2-TZVPD basis set.

CARTESIAN COORDINATES (ANGSTROEM)
S 1.28 -1.87 -2.30
S -4.08 -0.82 0.01
O 4.20 -0.86 0.07
O -5.03 -1.18 1.02
O -2.13 1.69 -1.77
O -3.94 -1.66 -1.14
N 2.41 -2.19 0.48
N -0.52 0.11 -2.01
N -4.45 0.70 -0.50
N 1.59 0.34 -1.00
C 1.25 1.57 -0.52
C 1.83 3.52 0.73
C -0.35 3.37 -0.25
C -0.03 2.11 -0.76
C -1.43 -0.67 -2.83
C 0.11 -0.87 1.85
C -2.45 -0.76 0.77
C -0.60 0.33 1.80
C -1.88 0.39 1.27
C 0.73 -0.31 -1.70
C -0.99 1.33 -1.53
C 0.57 4.06 0.49
C -0.51 -2.02 1.39
C 2.40 -2.02 1.92
C 3.25 -1.51 -0.32
C -1.78 -1.97 0.84
C 3.02 -1.75 -1.81
C 2.18 2.29 0.24
C 1.52 -0.86 2.38
H -0.02 -2.98 1.48
H -4.76 1.31 0.23
H -2.41 1.33 1.24
H 3.49 -0.95 -2.37
H 3.43 -1.83 2.22
H -2.27 -2.85 0.46
H -0.13 1.24 2.17
H -3.78 1.11 -1.13
H 0.32 5.04 0.89
H 1.49 -0.86 3.47
H -2.18 -1.18 -2.22
H -0.87 -1.39 -3.41
H 3.15 1.85 0.40
H 1.99 0.08 2.07
H 2.07 -2.96 2.37
H 3.47 -2.71 -2.10
H -1.34 3.77 -0.46
H 1.59 -2.61 0.06
H -1.95 0.02 -3.50
H 2.55 4.09 1.32

- energy above the lowest of the compared OMol25 structures with the same formula, charge and spin (kcal per mole) = 1.7
- LUMO level (Ha) = 0.0032
- structure (SMILES) = Cn1c(SCC(=O)NCCc2ccc(S(N)(=O)=O)cc2)nc2ccccc2c1=O
- Kohn-Sham gap (eV) = 8.90
- highest occupied orbital energy (eV) = -8.8128

---

(7)
Computed, not measured: an isolated molecule of C19H20N4O4S2, with ωB97M-V with the def2-TZVPD basis set.

CARTESIAN COORDINATES (ANGSTROEM)
S -1.78 2.04 2.83
S 2.00 0.24 -0.41
O -0.23 0.37 -5.15
O 0.89 -2.02 3.86
O -2.62 -0.82 -0.84
O -0.65 2.81 -0.78
N 0.15 1.10 1.37
N -1.09 0.42 -1.96
N -2.18 1.27 -0.09
N -0.27 -0.12 3.33
C -1.38 2.36 0.07
C 2.81 -1.25 0.02
C -0.85 0.73 -6.29
C -1.60 3.12 1.38
C -0.49 0.90 2.48
C 1.08 0.18 1.04
C 0.30 0.15 6.66
C -1.99 0.20 -1.00
C 3.82 -1.84 -0.91
C -0.76 -0.57 -2.96
C -1.00 -0.23 4.59
C -1.18 -0.13 -4.32
C 3.21 -2.18 -2.27
C 1.39 -0.93 1.81
C -0.38 0.64 5.64
C -2.40 -0.09 -4.92
C 2.38 -1.74 1.21
C 0.71 -1.12 3.07
C -2.19 0.47 -6.21
H 0.32 -0.75 -2.95
H 2.74 -2.64 1.66
H 4.64 -1.12 -1.05
H -3.33 -0.41 -4.50
H -0.25 1.14 -7.07
H -2.52 3.69 1.33
H 0.76 0.80 7.40
H -1.30 -1.49 -2.68
H -0.62 1.33 -1.98
H -2.04 0.06 4.41
H -0.76 3.79 1.53
H -2.82 1.02 0.66
H 4.23 -2.74 -0.44
H -0.50 1.70 5.50
H -0.95 -1.28 4.89
H 2.85 -1.28 -2.76
H 0.44 -0.91 6.80
H 3.96 -2.64 -2.91
H 2.38 -2.87 -2.15
H -2.92 0.65 -6.96

- energy above the lowest of the compared OMol25 structures with the same formula, charge and spin (kcal per mole) = 26.1
- LUMO level (Ha) = 0.0133
- structure (SMILES) = C=CCn1c(SCC(=O)NC(=O)NCc2ccco2)nc2sc(CC)cc2c1=O
- Kohn-Sham gap (eV) = 8.61
- highest occupied orbital energy (eV) = -8.2464

---

(8)
Computed, not measured: a structure of composition C19H20N6O3Pd, with ωB97M-V with the def2-TZVPD basis set.

CARTESIAN COORDINATES (ANGSTROEM)
Pd 0.41 -0.07 0.03
O -1.79 -0.70 1.59
O 0.64 0.29 -3.84
O 0.59 -2.44 -0.23
N 1.01 -3.39 -2.27
N 0.44 3.75 -1.48
N 0.55 -1.10 -2.05
N -3.33 -2.02 2.59
N -2.07 -2.82 0.81
N 0.12 1.86 -0.41
C 0.71 -2.29 -1.49
C 0.97 2.56 -1.11
C 0.71 -0.85 -3.39
C -3.06 4.46 -0.47
C 2.19 1.83 3.45
C 1.12 -3.23 -3.63
C -1.05 2.60 -0.32
C -3.24 3.25 0.23
C 3.12 0.86 3.79
C -0.86 3.80 -1.00
C -2.25 2.30 0.32
C -2.35 -1.79 1.67
C 2.33 -0.50 1.97
C 0.98 -2.03 -4.21
C 3.19 -0.31 3.05
C 1.16 -4.69 -1.63
C 1.34 1.65 2.37
C 1.41 0.48 1.62
C -1.86 4.76 -1.09
H -3.47 -1.31 3.29
H 2.38 -1.42 1.40
H -2.36 1.37 0.86
H 1.33 -4.13 -4.19
H 3.79 1.02 4.63
H 0.61 2.41 2.13
H -4.20 3.07 0.71
H 1.08 -1.91 -5.28
H 1.76 -4.59 -0.73
H -1.72 5.69 -1.63
H 2.12 2.75 4.03
H -1.13 -2.74 0.42
H 1.96 2.24 -1.39
H -2.32 -3.75 1.10
H 3.91 -1.08 3.31
H -3.71 -2.93 2.76
H -3.87 5.17 -0.51
H 0.19 -5.11 -1.35
H 1.65 -5.37 -2.33
H 0.89 4.41 -2.09

- energy above the lowest of the compared OMol25 structures with the same formula, charge and spin (kcal per mole) = 9.0
- LUMO level (Ha) = 0.0265
- Kohn-Sham gap (eV) = 8.61
- highest occupied orbital energy (eV) = -7.8911

---

(9)
Computed, not measured: a structure of composition C19H20N6O4 in a non-equilibrium geometry, with ωB97M-V with the def2-TZVPD basis set.

CARTESIAN COORDINATES (ANGSTROEM)
O -1.77 -2.55 -1.84
O 3.88 0.49 -1.95
O -4.21 -1.26 -2.56
O -4.59 1.34 -1.56
N 0.16 1.60 -0.30
N 4.64 -0.06 0.14
N 5.53 -0.69 2.09
N 4.33 -0.46 4.16
N 6.30 -1.13 4.09
N 2.51 0.33 4.38
C -1.94 -1.22 -1.69
C -0.84 -0.54 -1.07
C 2.32 0.83 1.36
C 2.41 0.81 -0.10
C -3.20 -0.57 -1.88
C 3.33 0.26 2.10
C -0.98 0.82 -0.72
C -3.32 0.77 -1.44
C -5.49 -1.51 -1.92
C 4.48 -0.18 1.44
C 5.19 -0.90 3.33
C 3.45 0.19 3.50
C 0.19 2.16 1.05
C 3.64 0.40 -0.72
C 1.36 1.26 -0.88
C -1.79 -3.27 -3.04
C -5.00 1.82 -2.88
C 0.99 1.26 1.87
C -2.23 1.45 -0.98
H 7.18 -1.32 3.55
H 0.32 0.42 2.06
H -6.10 -0.67 -1.76
H 1.12 1.75 2.86
H -1.39 -2.70 -3.93
H -6.00 2.13 -2.98
H 0.08 -1.12 -0.98
H 6.30 -0.61 4.95
H -0.82 2.27 1.51
H -4.78 1.10 -3.59
H -4.48 2.74 -3.09
H 1.46 1.32 -1.93
H -6.01 -2.15 -2.57
H -2.32 2.53 -0.93
H 2.86 -0.20 5.13
H -1.33 -4.27 -2.85
H -5.26 -2.02 -1.01
H -2.77 -3.55 -3.28
H 1.78 -0.12 3.98
H 0.80 3.06 0.90

- energy above the lowest of the compared OMol25 structures with the same formula, charge and spin (kcal per mole) = 168.8
- LUMO level (Ha) = -0.0551
- Kohn-Sham gap (eV) = 6.65
- highest occupied orbital energy (eV) = -8.1491

---

(10)
Computed, not measured: a cluster of 2 separate species, C19H20NO5 in total in a non-equilibrium geometry, with ωB97M-V with the def2-TZVPD basis set.

CARTESIAN COORDINATES (ANGSTROEM)
O -3.02 2.54 -1.24
O 2.95 -0.23 0.86
O 0.84 0.29 1.44
O 3.28 3.61 -1.72
O 0.39 0.80 -3.26
N -0.82 2.13 -1.82
C -0.27 0.89 -2.27
C 2.55 2.53 -2.03
C -1.21 -2.08 -0.13
C -0.40 -1.41 -0.98
C -0.80 -0.16 -1.30
C 2.11 -1.29 -1.26
C -3.84 0.36 0.79
C -2.07 1.82 -1.26
C 2.45 -1.40 0.26
C -0.66 -4.46 0.80
C 2.02 0.51 1.48
C -2.64 -0.26 0.13
C -2.22 0.56 2.73
C -3.47 0.69 2.22
C -1.90 0.42 -0.75
C 2.58 1.67 2.20
C 0.83 -2.05 -1.54
C -2.29 -1.52 0.42
C -0.91 -3.40 0.27
H -4.25 1.07 2.88
H 3.28 -2.10 0.30
H -0.52 -5.30 1.40
H 3.45 1.41 2.80
H 2.11 -0.25 -1.54
H -1.55 1.39 2.94
H -1.80 -0.42 2.90
H 3.08 1.70 -2.58
H 0.95 -3.00 -1.03
H -4.71 -0.27 0.71
H 1.66 2.70 -2.68
H 2.09 1.97 -1.16
H 2.90 -1.75 -1.83
H 2.81 2.51 1.51
H -2.93 -2.05 1.10
H -4.00 1.32 0.32
H 1.82 2.01 2.89
H -0.17 2.63 -1.23
H 0.66 -2.28 -2.58
H 1.65 -1.86 0.83

- energy above the lowest of the compared OMol25 structures with the same formula, charge and spin (kcal per mole) = 64.7
- total charge = -1
- LUMO level (Ha) = 0.0802
- Kohn-Sham gap (eV) = 4.63
- highest occupied orbital energy (eV) = -2.4513

---

no.,calculated total energy (eV)
1,-33223.02409
2,-35892.11657
3,-43704.29429
4,-85882.55502
5,-32129.76039
6,-55850.47348
7,-55849.41598
8,-38592.43754
9,-37151.97056
10,-31749.27866